Formula: C6H8N2O2
Source: OMol25
Level of theory: ωB97M-V with the def2-TZVPD basis set

Geometry as XYZ:
```
18
Properties=species:S:1:pos:R:3
N -0.529 -0.175 -1.164
O 0.404 1.025 0.707
H 3.932 1.823 0.360
C 3.843 1.029 0.885
C -2.840 -0.884 -1.093
C 2.932 0.171 0.690
O -3.874 -0.494 0.973
C -0.525 0.303 0.203
H 4.499 1.131 1.719
H 2.303 0.278 -0.083
H -1.957 0.490 1.844
H 2.875 -0.641 1.362
C -2.873 -0.488 0.247
H 0.306 -0.263 -1.618
N -1.693 0.030 0.887
H -3.697 -1.271 -1.577
C -1.594 -0.780 -1.665
H -1.511 -1.283 -2.677
```

## Properties
E_tot: -13425.1409 eV
Gap between HOMO and LUMO: 9.912 eV
Structure (SMILES): O=c1cc[nH]c(=O)[nH]1.C=C
Energy relative to the best compared isomer or geometry (same formula, charge and spin): 51.48 kcal/mol
Highest occupied orbital energy: -9.599 eV

Results of the Mulliken charge analysis, in e, for atoms 1 through 8: -0.0061 -0.6019 0.3401 -0.7416 -0.6339 -0.2087 -0.6511 0.2311